Record 1
DFT (ωB97M-V with the def2-TZVPD basis set) results for 2 unconnected molecules or ions with the total composition C5H16NO2.

multiplicity	1
net charge	+1
LUMO	-3.42	eV
HOMO-LUMO gap	11.094	eV

XYZ file:
```
24
Properties=species:S:1:pos:R:3:forces:R:3:nbo_charge:R:1
C 1.796445 0.918659 0.631635 -3.01 -0.48 0.81 -0.076
O 1.714085 2.182356 -0.006038 1.80 -1.29 -2.82 -0.720
C 0.310185 0.227967 0.396102 1.15 -1.46 -1.25 -0.080
C -0.202429 -0.924873 1.316415 1.46 -1.50 2.81 -0.466
C -1.443521 -1.614997 0.805807 -2.56 -2.29 0.40 -0.426
C -1.236417 -2.433931 -0.423809 2.75 -1.91 -1.25 -0.633
N -0.656297 1.370626 0.328443 0.89 2.26 -1.43 -0.729
H 1.650957 1.273803 1.660795 1.27 -1.00 0.32 0.198
H 2.621899 0.157174 0.367801 -1.17 1.62 0.57 0.228
H 1.912413 2.035726 -1.004016 -0.52 1.08 2.85 0.493
H 0.297787 -0.193586 -0.674552 0.00 0.62 1.45 0.205
H 0.644634 -1.754480 1.589140 -1.67 2.08 -1.27 0.258
H -0.496496 -0.670022 2.385660 0.71 0.75 -1.21 0.247
H -2.000202 -2.456412 1.500482 1.69 2.69 -0.74 0.254
H -2.251263 -0.909056 0.583024 0.06 0.29 0.33 0.185
H -0.307370 -2.150778 -0.994102 -1.10 0.31 0.00 0.187
H -0.890987 -3.458426 -0.156309 -0.41 0.45 0.18 0.226
H -2.060535 -2.623500 -1.095620 -0.33 0.49 -0.09 0.237
H -1.557746 1.113819 -0.071067 -0.01 -0.17 0.17 0.438
H -0.163284 2.124890 -0.372431 -0.98 -1.80 2.12 0.495
H -0.817242 1.861088 1.230952 0.21 -0.45 -0.56 0.442
H 1.593437 1.538023 -2.571208 1.97 -1.64 -0.41 0.461
H 0.434429 2.060977 -2.948657 -6.51 -1.25 -4.30 0.471
O 1.107515 2.324957 -2.478442 4.29 2.62 3.31 -0.895
```
Positions in Å, forces in eV/Å.

Record 2
DFT (ωB97M-V with the def2-TZVPD basis set) results for a molecular structure, C5H16NO2.

multiplicity	1
net charge	+1
LUMO	-9.17	eV
HOMO-LUMO gap	5.715	eV

XYZ file:
```
24
Properties=species:S:1:pos:R:3:forces:R:3:nbo_charge:R:1
C -0.088950 -2.118247 1.380898 -0.54 0.18 -0.48 -0.604
C 0.871192 -1.035569 0.912179 0.45 -0.20 0.07 -0.406
N -1.494138 0.620681 -0.097705 0.19 2.02 -1.28 -0.252
C -0.577552 1.635473 -0.282011 -0.32 0.18 3.41 -0.334
C 0.731697 1.501240 0.508188 0.54 -1.39 -0.83 -0.427
C 0.768224 0.381619 1.539736 -0.35 -0.73 0.19 -0.409
H 0.087507 -3.009569 0.776766 0.12 -0.12 0.22 0.230
H -1.123464 -1.844194 1.139716 -0.02 0.07 0.26 0.185
H -0.039612 -2.377571 2.434858 0.15 0.10 0.06 0.225
H 0.755522 -0.970667 -0.165917 0.16 0.06 -0.18 0.186
H -2.432489 0.920420 -0.398525 -0.04 0.07 0.30 0.406
H -1.258270 -0.330666 -0.732071 0.55 -2.96 -1.07 0.404
H -0.294208 1.728708 -1.392917 0.21 0.08 -0.69 0.434
H -1.058882 2.587700 -0.001428 -0.28 0.23 -0.84 0.306
H 1.495740 1.200282 -0.221301 0.25 0.34 0.10 0.275
H 1.075307 2.459343 0.895674 -0.47 0.30 -0.10 0.269
H -0.113789 0.346254 2.196628 0.01 0.48 -0.06 0.218
H 1.652778 0.534851 2.154881 -0.12 0.15 0.13 0.244
H 1.061542 0.495337 -3.277667 0.28 0.40 -0.74 0.509
H 0.142358 0.122946 -2.169439 0.19 -0.50 -0.18 0.494
O 0.857905 0.757808 -2.379617 -0.55 -0.01 0.62 -0.894
H -1.873807 -1.211165 -2.158901 -0.02 0.03 -0.02 0.501
H 1.883910 -1.407682 1.076650 0.06 0.10 -0.12 0.228
O -1.028513 -0.987334 -1.738679 -0.47 1.11 1.24 -0.788
```
Positions in Å, forces in eV/Å.

Record 3
DFT (ωB97M-V with the def2-TZVPD basis set) results for 3 unconnected molecules or ions with the total composition C5H16O2.

multiplicity	2
net charge	-1
LUMO (spin up / spin down)	3.05 / 2.93	eV
HOMO-LUMO gap (spin up / spin down)	1.944 / 9.662	eV

XYZ file:
```
23
Properties=species:S:1:pos:R:3:forces:R:3:nbo_charge:R:1
C -0.295105 1.339006 -0.975467 0.49 0.46 0.32 -0.704
C 0.096866 -0.082269 -1.410559 -0.30 0.33 0.20 -0.428
C 1.067638 -0.796851 -0.470799 0.06 -1.04 -0.66 -0.425
C 0.583436 -0.977268 0.965191 -0.15 0.65 -0.75 -0.426
C -0.460726 -2.083504 1.126630 0.24 0.42 1.33 -0.626
H -0.125944 2.073418 -1.768110 -0.19 -0.10 -0.02 0.206
H -1.320477 1.448901 -0.605247 -0.02 -0.20 -0.21 0.176
H 0.343497 1.689398 -0.159915 0.04 -0.04 -0.10 0.244
H -0.830909 -0.662604 -1.509839 0.24 -0.19 -0.10 0.172
H 0.576674 -0.056088 -2.392295 -0.17 0.02 -0.06 0.196
H 2.085381 -0.407254 -0.582285 -0.30 0.55 0.41 0.220
H 1.184743 -1.812767 -0.895999 -0.02 0.07 0.16 0.171
H 0.097522 -0.063777 1.310210 0.08 0.21 -0.08 0.208
H 1.436061 -1.064527 1.622459 0.28 -0.51 0.21 0.201
H -0.306589 -2.465780 2.136810 -0.37 -0.19 0.19 0.198
H -0.396228 -2.947077 0.485627 0.17 -0.08 -0.62 0.193
H -1.455575 -1.638074 1.105649 -0.10 -0.27 -0.22 0.202
H 3.122777 3.319537 0.435835 0.15 0.05 -0.31 0.352
H 2.875436 2.712932 -0.991128 0.26 0.26 0.08 0.345
O 2.584855 2.679387 -0.062271 -0.42 -0.38 0.23 -1.440
H -3.944319 -0.593005 1.393542 0.05 -0.13 -0.28 0.457
H -3.362690 0.156928 0.152039 0.01 -0.24 -0.07 0.471
O -3.556325 0.231338 1.089920 -0.03 0.38 0.35 -0.963
```
Positions in Å, forces in eV/Å.

Quick rundown of relative energy (zero: lowest compared OMol25 entry of this formula, charge and spin), same order as above: 315.7; 636.6; 40.1 kJ/mol